Entry 1:
A cluster of 2 separate species, C3H7ClNO in total, computed with wB97M-V/def2-TZVPD.

Structure (XYZ):
```
13
Properties=species:S:1:pos:R:3:nbo_charge:R:1
C -0.747 -0.210 -1.443 -0.663
C -1.935 -0.696 0.684 -0.474
C -0.808 -0.483 0.065 -0.136
N 2.012 1.240 0.375 -0.525
O 2.965 1.438 1.402 -0.646
Cl 2.610 -0.039 -0.630 -0.167
H -0.917 0.931 -1.516 0.215
H 0.274 -0.519 -1.845 0.250
H -1.564 -0.542 -1.939 0.184
H -2.890 -0.642 0.178 0.169
H 2.790 0.919 2.312 0.369
H -1.962 -0.868 1.811 0.182
H 0.172 -0.528 0.546 0.243
```

Properties
- charge = -1
- highest occupied orbital energy (eV) = -1.77
- orbital gap (eV) = 5.71
- energy above the lowest of the compared OMol25 structures with the same formula, charge and spin (kcal/mol) = 160.3

=====

Entry 2:
A structure of composition C59H118F30N11O26S10, computed with wB97M-V/def2-TZVPD.

Structure (XYZ):
```
254
Properties=species:S:1:pos:R:3:mulliken_charge:R:1
C -2.143 -1.868 -7.861 -1.922
C -2.503 -2.630 -6.656 1.169
C -2.576 -4.090 -6.893 -1.092
C -2.349 -4.962 -5.709 -0.821
C -1.056 -4.585 -5.013 -0.689
C -1.121 -3.192 -4.429 1.216
N -1.493 -2.202 -5.548 1.343
O -1.001 -1.148 -5.567 -0.002
C 0.255 -2.715 -3.861 -1.406
C -2.165 -2.996 -3.242 -1.628
C -3.890 -2.166 -6.061 -1.620
H -1.409 -2.369 -8.495 0.347
H -1.782 -0.873 -7.684 0.415
H -3.089 -1.845 -8.474 0.430
H -1.769 -4.330 -7.552 0.486
H -3.564 -4.277 -7.414 0.441
H -2.235 -6.031 -5.942 0.443
H -3.174 -5.016 -4.950 0.349
H -0.108 -4.577 -5.658 0.199
H -0.946 -5.311 -4.196 0.433
H 0.657 -3.532 -3.306 0.721
H 0.314 -1.766 -3.308 -0.146
H 1.051 -2.621 -4.586 0.141
H -2.378 -1.928 -3.053 0.256
H -1.721 -3.379 -2.291 0.358
H -3.085 -3.602 -3.428 0.272
H -4.106 -2.522 -5.079 0.414
H -4.680 -2.384 -6.755 0.495
H -3.997 -1.050 -6.065 0.392
C 8.674 -0.701 1.456 -1.494
C 7.331 -1.062 0.920 0.338
N 6.755 -2.387 1.312 0.943
C 6.986 -2.876 2.691 -0.914
C 5.276 -2.291 0.947 -0.669
C 4.510 -1.694 2.140 0.071
C 7.485 -3.479 0.472 -0.868
C 6.904 -3.849 -0.940 -0.768
O 6.908 -2.705 -1.782 -0.268
C 6.320 -2.974 -3.000 -0.792
H 9.009 0.177 0.872 0.407
H 9.437 -1.479 1.430 0.289
H 8.526 -0.365 2.454 0.380
H 7.464 -1.073 -0.154 0.369
H 6.636 -0.287 1.241 -0.177
H 6.395 -3.840 2.764 0.434
H 6.497 -2.202 3.352 0.068
H 8.044 -2.897 2.951 0.383
H 4.852 -3.263 0.589 0.211
H 5.328 -1.618 0.112 0.669
H 3.609 -1.271 1.766 0.034
H 5.172 -0.998 2.627 -0.504
H 4.362 -2.511 2.867 0.184
H 7.368 -4.402 1.032 0.406
H 8.535 -3.208 0.504 0.568
H 5.963 -4.386 -0.853 0.547
H 7.693 -4.590 -1.308 0.412
H 5.347 -3.460 -2.780 0.292
H 6.932 -3.716 -3.507 0.344
H 6.207 -2.058 -3.555 0.306
C -4.445 -6.193 3.094 -1.188
C -5.295 -5.387 2.135 -0.155
N -5.211 -3.891 2.390 0.717
C -3.759 -3.568 2.364 -2.324
C -6.041 -3.168 1.248 -0.594
C -5.382 -3.286 -0.035 -0.819
C -5.782 -3.504 3.714 -0.696
C -5.325 -2.271 4.452 -0.431
O -4.182 -2.610 5.189 -0.327
C -3.547 -1.444 5.751 -0.256
H -4.806 -6.051 4.122 0.335
H -3.331 -5.992 3.146 0.184
H -4.640 -7.221 2.826 0.518
H -6.325 -5.705 2.217 0.400
H -4.874 -5.490 1.133 0.176
H -3.365 -3.959 3.263 1.328
H -3.617 -2.483 2.279 0.035
H -3.154 -3.971 1.541 0.500
H -6.126 -2.129 1.573 0.513
H -7.054 -3.631 1.269 0.372
H -4.895 -4.278 -0.205 0.104
H -4.570 -2.579 -0.089 0.107
H -5.995 -3.009 -0.840 0.679
H -5.688 -4.358 4.338 0.323
H -6.841 -3.329 3.594 0.376
H -6.122 -1.996 5.076 0.742
H -5.079 -1.397 3.802 -0.004
H -3.248 -0.676 5.043 0.067
H -2.618 -1.804 6.141 -0.110
H -4.206 -1.043 6.475 0.468
C 2.210 -5.505 7.416 -1.351
C 1.454 -4.426 8.216 -0.381
N 1.593 -3.012 7.676 1.074
C 0.958 -2.092 8.578 -0.953
C 2.990 -2.643 7.512 -0.710
C 3.810 -2.843 8.801 -1.461
C 1.032 -3.014 6.317 -1.382
C 1.041 -1.667 5.489 0.140
O 0.139 -0.719 6.123 -0.374
C 0.244 0.660 5.638 -0.093
H 1.836 -5.734 6.419 0.252
H 2.121 -6.417 7.929 0.684
H 3.300 -5.475 7.229 0.196
H 1.870 -4.442 9.223 0.556
H 0.375 -4.671 8.292 0.455
H -0.122 -2.216 8.498 0.320
H 1.225 -1.093 8.248 0.362
H 1.205 -2.319 9.624 0.410
H 3.113 -1.631 7.227 0.667
H 3.504 -3.217 6.799 0.310
H 4.856 -2.593 8.618 0.465
H 3.682 -3.878 9.174 0.251
H 3.473 -2.173 9.626 0.352
H -0.008 -3.292 6.547 0.343
H 1.490 -3.806 5.721 0.073
H 0.612 -2.022 4.577 0.206
H 2.046 -1.311 5.299 0.274
H 1.145 0.842 5.038 -0.153
H 0.294 1.316 6.467 0.418
H -0.543 0.995 4.955 -0.127
C -3.910 5.453 0.518 -0.971
C -3.741 6.018 -0.859 0.775
N -4.739 7.129 -1.202 0.408
C -6.101 6.493 -1.349 -1.123
C -4.780 8.160 -0.044 -0.783
C -3.436 8.826 0.195 -0.597
C -4.323 7.801 -2.510 0.063
C -4.664 7.180 -3.821 -1.534
O -4.152 5.910 -4.067 0.149
C -4.460 5.505 -5.382 -1.046
H -4.872 5.038 0.770 0.538
H -3.546 6.135 1.281 0.322
H -3.182 4.595 0.591 -0.228
H -3.910 5.289 -1.628 0.484
H -2.739 6.418 -0.858 -0.748
H -6.159 6.024 -2.267 0.473
H -6.825 7.319 -1.299 0.326
H -6.279 5.767 -0.537 0.315
H -5.194 7.651 0.814 0.518
H -5.555 8.861 -0.326 0.559
H -3.090 9.380 -0.674 0.201
H -2.699 8.028 0.320 0.021
H -3.564 9.446 1.131 0.398
H -3.264 7.821 -2.511 -0.037
H -4.730 8.814 -2.540 0.530
H -4.292 7.861 -4.621 0.526
H -5.727 7.206 -3.990 0.632
H -5.287 4.889 -5.418 0.367
H -3.624 4.881 -5.730 0.218
H -4.505 6.320 -6.057 0.451
C -1.614 3.697 -3.712 -0.105
C -0.425 2.680 -3.879 -1.006
N 0.829 2.939 -2.899 0.774
C 1.764 1.784 -3.281 -1.121
C 1.463 4.276 -3.222 -0.099
C 2.845 4.445 -2.663 -1.411
C 0.428 2.943 -1.452 0.200
C -0.497 1.773 -1.029 0.211
O 0.059 0.524 -1.430 -0.348
C -0.249 -0.576 -0.552 0.248
H -1.615 4.456 -4.464 0.276
H -1.402 4.155 -2.714 -0.632
H -2.516 3.091 -3.651 0.297
H -0.057 2.656 -4.859 1.342
H -0.738 1.696 -3.725 -0.104
H 2.105 2.061 -4.291 0.509
H 1.186 0.887 -3.246 0.128
H 2.561 1.755 -2.569 0.420
H 0.729 5.022 -2.926 0.278
H 1.450 4.282 -4.330 0.458
H 3.124 5.495 -2.559 0.371
H 3.606 4.011 -3.343 0.356
H 3.017 3.998 -1.682 0.199
H 0.017 3.951 -1.214 -0.918
H 1.385 2.818 -0.932 0.588
H -1.446 1.883 -1.436 0.201
H -0.700 1.718 0.070 0.053
H -1.269 -0.905 -0.672 -0.266
H 0.021 -0.358 0.452 -0.102
H 0.465 -1.311 -0.937 0.391
C 3.969 -6.712 3.898 0.560
F 3.280 -7.265 4.854 -0.220
F 4.543 -5.539 4.338 -0.148
F 4.809 -7.598 3.380 -0.207
S 2.909 -6.190 2.429 0.867
O 3.709 -5.263 1.648 -0.572
O 2.575 -7.446 1.836 -0.663
N 1.755 -5.429 3.246 -0.105
S 0.311 -5.010 2.868 0.942
O -0.508 -6.011 2.146 -0.744
O -0.377 -4.472 4.019 -0.552
C 0.477 -3.590 1.684 0.042
F 1.156 -2.618 2.301 0.164
F 1.036 -3.878 0.553 -0.136
F -0.710 -3.093 1.449 0.042
C 3.256 -3.464 -7.598 0.630
F 3.403 -3.558 -6.286 -0.218
F 4.266 -2.752 -8.010 -0.180
F 3.268 -4.697 -8.132 -0.221
S 1.650 -2.629 -8.104 0.733
O 1.565 -2.665 -9.574 -0.671
O 0.704 -3.341 -7.253 -0.560
N 1.666 -1.193 -7.412 -0.208
S 2.618 0.024 -7.548 0.899
O 2.943 0.526 -6.257 -0.551
O 3.642 -0.085 -8.526 -0.651
C 1.534 1.367 -8.301 0.517
F 0.526 1.785 -7.461 -0.152
F 2.413 2.407 -8.267 -0.256
F 1.166 1.178 -9.564 -0.216
C 2.003 1.611 2.344 0.087
F 1.576 0.333 2.608 0.156
F 1.622 1.873 1.084 -0.179
F 1.509 2.404 3.282 -0.203
S 3.874 1.722 2.217 0.851
O 4.415 0.726 1.327 -0.730
O 4.011 3.054 1.676 -0.613
N 4.168 1.485 3.775 -0.161
S 5.636 1.508 4.320 0.690
O 6.544 0.743 3.468 -0.600
O 6.130 2.751 4.892 -0.643
C 5.524 0.480 5.802 0.615
F 6.823 0.230 6.146 -0.232
F 4.864 1.101 6.768 -0.219
F 4.911 -0.667 5.590 -0.136
C 1.279 7.742 1.122 0.308
F 2.255 8.302 0.417 -0.184
F 1.774 6.812 1.971 -0.175
F 0.693 8.680 1.811 -0.187
S -0.009 6.838 0.111 1.386
O 0.723 5.700 -0.486 -0.662
O -1.103 6.554 1.059 -0.722
N -0.580 7.887 -0.957 -0.410
S -0.168 8.257 -2.420 0.813
O 1.200 7.894 -2.793 -0.571
O -1.202 8.049 -3.350 -0.658
C -0.220 10.194 -2.252 0.539
F -0.182 10.614 -3.565 -0.238
F -1.391 10.769 -1.832 -0.246
F 0.799 10.657 -1.537 -0.190
C -5.393 1.622 -2.091 0.188
F -4.985 2.883 -2.046 -0.034
F -6.430 1.489 -1.211 -0.192
F -5.806 1.275 -3.352 -0.195
S -4.092 0.416 -1.639 0.705
O -4.742 -0.889 -1.563 -0.426
O -3.042 0.588 -2.693 -0.539
N -3.481 1.098 -0.360 -0.141
S -4.272 1.161 1.082 0.711
O -4.907 2.438 1.366 -0.652
O -5.005 -0.013 1.468 -0.577
C -2.772 1.234 2.169 0.282
F -2.073 2.331 1.891 -0.088
F -2.996 1.354 3.451 -0.260
F -2.098 0.111 1.962 0.119
```

Properties
- charge = +1
- highest occupied orbital energy (eV) = -10.81
- orbital gap (eV) = 7.06

=====

Entry 3:
The ion C7H14IN2 with charge +1, computed with wB97M-V/def2-TZVPD.

Structure (XYZ):
```
24
Properties=species:S:1:pos:R:3:nbo_charge:R:1
C -0.212 -1.866 1.276 -0.588
C 0.089 -1.726 -0.229 -0.312
C -0.957 -2.459 -1.069 -0.599
C 0.169 -0.276 -0.499 0.604
N -0.824 0.554 -0.671 -0.520
C -0.421 1.949 -0.738 -0.228
C 1.110 1.907 -0.524 -0.065
C 1.558 2.586 0.764 -0.629
N 1.394 0.468 -0.495 -0.571
I 3.219 -0.291 -0.060 0.466
H -1.220 -1.524 1.498 0.216
H 0.498 -1.299 1.876 0.223
H -0.136 -2.912 1.558 0.243
H 1.066 -2.180 -0.424 0.253
H -0.722 -2.397 -2.129 0.230
H -1.961 -2.074 -0.900 0.205
H -0.948 -3.507 -0.782 0.245
H -1.790 0.269 -0.744 0.442
H -0.926 2.518 0.045 0.228
H -0.697 2.381 -1.703 0.234
H 1.645 2.354 -1.371 0.226
H 1.141 3.590 0.811 0.238
H 2.643 2.673 0.795 0.237
H 1.229 2.025 1.639 0.220
```

Properties
- charge = +1
- highest occupied orbital energy (eV) = -12.98
- orbital gap (eV) = 8.97
- energy above the lowest of the compared OMol25 structures with the same formula, charge and spin (kcal/mol) = 0.0

=====

Entry 4:
A cluster of 3 separate species, C4H7NO in total, computed with wB97M-V/def2-TZVPD.

Structure (XYZ):
```
13
Properties=species:S:1:pos:R:3:nbo_charge:R:1
C -0.802 1.314 -0.809 -0.272
C -1.813 0.447 -0.747 -0.343
C -1.628 -0.883 -0.233 0.277
N -1.467 -1.951 0.188 -0.339
H -0.962 2.316 -1.196 0.208
H 0.202 1.048 -0.489 0.233
H -2.816 0.699 -1.076 0.241
H 1.673 1.824 1.683 -0.019
H 1.877 1.268 1.230 0.012
C 1.431 -1.528 0.368 0.293
O 1.848 -0.584 -0.263 -0.538
H 1.368 -2.540 -0.069 0.126
H 1.088 -1.430 1.415 0.120
```

Properties
- charge = 0
- highest occupied orbital energy (eV) = -10.25
- orbital gap (eV) = 10.66
- energy above the lowest of the compared OMol25 structures with the same formula, charge and spin (kcal/mol) = 77.3

=====

Entry 5:
The molecule C3H7PS3, computed with wB97M-V/def2-TZVPD.

Structure (XYZ):
```
14
Properties=species:S:1:pos:R:3:nbo_charge:R:1
C 1.057 0.603 1.972 -0.880
P 1.434 -0.874 0.710 0.866
S 2.983 -1.779 1.348 -0.471
S 1.573 0.255 -1.096 -0.045
C -0.265 0.379 -1.337 -0.557
C -0.778 -1.015 -1.324 -0.540
S -0.487 -1.888 0.270 -0.033
H 0.033 0.791 1.787 0.214
H 1.131 0.209 2.965 0.234
H 1.641 1.493 1.835 0.241
H -0.630 0.985 -2.224 0.259
H -0.617 1.141 -0.589 0.233
H -1.970 -1.178 -1.367 0.245
H -0.321 -1.564 -2.160 0.235
```

Properties
- charge = 0
- highest occupied orbital energy (eV) = -8.88
- orbital gap (eV) = 9.16
- energy above the lowest of the compared OMol25 structures with the same formula, charge and spin (kcal/mol) = 3.6

=====

Entry 6:
A cluster of 2 separate species, C10H16O in total, computed with wB97M-V/def2-TZVPD.

Structure (XYZ):
```
27
Properties=species:S:1:pos:R:3:mulliken_spin:R:1
C -0.547 -0.550 -3.122 0.002
C -0.548 0.709 -2.282 0.118
O -1.526 -0.206 -4.194 -0.037
H 0.365 -0.597 -3.715 -0.004
H -0.908 -1.457 -2.661 0.008
H -1.037 1.459 -2.891 -0.024
H -1.514 -0.905 -4.849 0.012
H 0.343 1.031 -1.752 -0.014
H -1.276 0.743 -1.465 0.007
C -0.704 0.508 2.785 -0.016
C -0.506 2.019 2.793 0.012
C 0.166 -0.213 1.772 -0.087
C -0.250 -1.471 1.244 0.486
C 1.326 0.386 1.333 0.001
C 0.513 -2.083 0.193 0.039
C 2.081 -0.207 0.278 0.360
C 1.628 -1.440 -0.274 -0.057
H -0.525 0.096 3.787 0.019
H -1.748 0.379 2.566 -0.006
H -1.262 2.455 3.456 0.003
H -1.124 -2.009 1.599 0.088
H 1.712 1.327 1.715 0.019
H 0.211 -3.028 -0.254 0.015
H 3.056 0.152 -0.040 0.055
H 2.297 -1.881 -1.008 -0.007
H -0.685 2.434 1.806 0.010
H 0.458 2.351 3.178 -0.002
```

Properties
- charge = -1
- highest occupied orbital energy (spin up / spin down) (eV) = 0.81 / -3.49
- orbital gap (spin up / spin down) (eV) = 2.62 / 6.81
- multiplicity = 2
- <S²> = 0.76
- energy above the lowest of the compared OMol25 structures with the same formula, charge and spin (kcal/mol) = 17.1

=====

Entry 7:
A structure of composition C35H37BLuN10O4S, computed with wB97M-V/def2-TZVPD.

Structure (XYZ):
```
89
Properties=species:S:1:pos:R:3:mulliken_charge:R:1
Lu -0.238 0.285 0.670 2.511
C -3.469 3.100 0.705 -1.205
C -3.322 1.963 -0.259 0.761
C -4.372 1.462 -1.033 -1.620
C -3.829 0.461 -1.803 0.847
C -4.509 -0.425 -2.800 -1.394
N -2.521 0.382 -1.503 1.080
N -2.185 1.309 -0.543 -0.297
B -1.443 -0.345 -2.352 -1.385
N -0.211 0.592 -2.503 0.354
N 0.480 1.079 -1.432 0.292
C 1.429 1.886 -1.896 0.458
C 2.435 2.512 -0.977 -1.654
C 1.352 1.940 -3.287 -1.306
C 0.294 1.114 -3.634 0.858
C -0.238 0.800 -4.996 -1.518
N -1.035 -1.692 -1.715 0.674
N -0.357 -1.767 -0.529 0.750
C -0.189 -3.065 -0.262 0.516
C 0.523 -3.596 0.943 -1.435
C -0.774 -3.829 -1.272 -1.682
C -1.290 -2.926 -2.182 1.008
C -2.013 -3.208 -3.463 -1.301
H -4.391 3.635 0.476 0.486
H -2.651 3.810 0.621 0.205
H -3.543 2.761 1.737 0.161
H -5.402 1.794 -1.029 0.506
H -5.542 -0.104 -2.920 0.413
H -4.518 -1.463 -2.459 0.181
H -4.022 -0.397 -3.778 0.310
H -1.886 -0.573 -3.443 -0.187
H 2.316 2.163 0.050 0.257
H 2.368 3.602 -0.989 0.398
H 3.447 2.251 -1.288 0.375
H 1.986 2.504 -3.961 0.551
H 0.394 1.272 -5.745 0.435
H -1.257 1.170 -5.122 0.278
H -0.254 -0.276 -5.182 0.247
H 0.815 -2.816 1.635 0.114
H 1.415 -4.145 0.637 0.294
H -0.126 -4.293 1.478 0.456
H -0.802 -4.909 -1.337 0.568
H -2.014 -4.282 -3.639 0.407
H -1.541 -2.722 -4.317 0.221
H -3.048 -2.869 -3.425 0.138
O 3.854 -4.226 -4.574 -0.472
C 4.309 -4.346 -3.307 0.630
O 5.100 -5.198 -3.035 -0.532
C 3.773 -3.381 -2.287 0.944
C 3.954 -3.708 -0.949 -1.238
C 3.477 -2.878 0.048 -0.781
C 2.825 -1.688 -0.271 0.496
C 2.644 -1.366 -1.607 -0.367
C 3.122 -2.200 -2.605 -0.907
N 2.295 -0.798 0.744 0.573
C 2.857 -0.834 1.876 -0.282
C 2.470 -0.006 3.034 0.306
C 2.889 -0.405 4.289 -1.041
C 2.572 0.387 5.381 -0.627
C 1.900 1.571 5.153 -0.974
C 1.542 1.896 3.852 -0.100
N 1.780 1.113 2.802 0.262
H 3.166 -3.557 -4.626 0.271
H 4.461 -4.634 -0.706 0.437
H 3.586 -3.202 1.076 0.395
H 2.134 -0.454 -1.865 0.132
H 2.983 -1.885 -3.635 0.371
H 3.716 -1.477 2.052 0.594
H 3.460 -1.321 4.405 0.500
H 2.864 0.093 6.382 0.461
H 1.659 2.252 5.961 0.475
H 1.054 2.842 3.653 0.608
S -0.434 5.028 2.144 -0.170
C -0.125 3.572 1.305 -0.359
N -0.619 2.496 1.825 0.568
C -1.328 2.789 2.998 -1.179
C -1.985 1.867 3.813 -0.607
C -2.630 2.328 4.941 -0.753
C -2.631 3.693 5.269 -0.667
C -1.986 4.613 4.470 -0.572
C -1.332 4.140 3.330 1.632
H 0.447 3.580 0.381 -0.064
H -1.991 0.815 3.562 0.444
H -3.149 1.624 5.583 0.466
H -3.151 4.029 6.158 0.429
H -1.987 5.667 4.718 0.471
O -2.072 -0.685 1.503 -0.296
N -1.463 -1.359 2.362 -0.251
O -0.271 -0.931 2.526 -0.352
```

Properties
- charge = +1
- highest occupied orbital energy (eV) = -11.25
- orbital gap (eV) = 7.98
- energy above the lowest of the compared OMol25 structures with the same formula, charge and spin (kcal/mol) = 19.1

=====

Let's list total energy in order: -19280.8289; -322578.8879; -18560.6909; -7796.2905; -45019.5735; -12674.9900; -105119.9372 eV.
Let's list strongest force on any atom in order: 4.8; 4.0; 4.1; 1.1; 3.4; 2.4; 1.4 eV/A.